No. 1
Formula: C5H8N2
Source: the Open Molecules 2025 dataset
Level of theory: ωB97M-V with the def2-TZVPD basis set

Structure (ORCA input):
```
! RIJCOSX wB97M-V def2-TZVPD def2/J DEFGRID3
* xyz 0 1
N 1.18301 -1.88892 0.77138
N 0.64944 0.14403 -0.05106
C -0.05700 -2.09736 0.23354
C 1.53380 -0.61560 0.56608
C 0.82032 1.49504 -0.53474
C -0.48727 -0.74413 -0.33198
C -1.78440 -0.28569 0.34220
H 2.49174 -0.20220 0.88164
H -0.60989 -0.81390 -1.42057
H 0.77056 1.51504 -1.62943
H -1.85942 0.80835 0.36263
H -1.83318 -0.66204 1.37073
H 0.03698 2.14868 -0.13829
H 1.79280 1.88314 -0.22066
H -2.64749 -0.68445 -0.20148
*
```

For the relative energy (zero: lowest compared OMol25 entry of this formula, charge and spin), the calculation gives 71.0 kcal/mol. Its HOMO-LUMO gap is 0.2912 Eh. The value obtained for the strongest force on any atom is 0.45 eV/A. The total energy is -304.72241 Ha.

Atom charges from the Löwdin analysis, given in e for atoms 1 to 2: -0.003, -0.115



No. 2
Formula: C5H8N2
Source: the Open Molecules 2025 dataset
Level of theory: ωB97M-V with the def2-TZVPD basis set

Structure (ORCA input):
```
! RIJCOSX wB97M-V def2-TZVPD def2/J DEFGRID3
* xyz 0 1
N 0.99803 0.98934 -0.45997
N 2.71309 -0.56039 0.23105
C -0.32903 1.21041 -0.30028
C 0.22565 -0.86319 0.54703
C -0.87894 -0.00941 0.15071
C 1.35638 -0.24853 0.10258
C -2.23952 -0.31680 0.08928
H 3.16252 -0.76267 -0.65650
H -2.65756 -0.97178 0.85832
H 2.86161 -1.32710 0.87531
H 0.15799 -1.88120 0.91278
H -1.70818 1.80109 -0.61025
H -2.80566 -0.29595 -0.83266
H -2.53135 1.49635 -0.42006
H 1.67499 1.73982 -0.48735
*
```

For the relative energy (zero: lowest compared OMol25 entry of this formula, charge and spin), the calculation gives 121.7 kcal/mol. Its HOMO-LUMO gap (alpha / beta) is 0.2850 / 0.2851 Eh. The value obtained for the strongest force on any atom is 0.26 eV/A. The total energy is -304.64153 Ha.

Atom charges from the Löwdin analysis, given in e for atoms 1 to 2: 0.056, 0.095



No. 3
Formula: C5H8N2
Source: the Open Molecules 2025 dataset
Level of theory: ωB97M-V with the def2-TZVPD basis set

Structure (ORCA input):
```
! RIJCOSX wB97M-V def2-TZVPD def2/J DEFGRID3
* xyz 0 1
N -1.98911 -0.01830 1.99770
N 0.63853 0.35955 -0.26027
C 0.96548 1.51829 -1.02657
C -0.70494 -0.10927 -0.20683
C 0.99366 1.59605 0.44990
C -0.42325 -2.39218 -0.01560
C -1.36900 -0.09173 1.03178
H -1.25383 -2.93468 -0.22831
H -1.31131 -0.40339 -1.04901
H 0.43126 -2.44060 -0.65661
H 0.25155 2.13429 -1.55255
H 0.17502 2.29216 0.98299
H -0.00804 -2.47631 1.02965
H 1.81683 1.51552 1.07136
H 1.78714 1.45060 -1.56764
*
```

For the relative energy (zero: lowest compared OMol25 entry of this formula, charge and spin), the calculation gives 123.3 kcal/mol. Its HOMO-LUMO gap is 0.3080 Eh. The value obtained for the strongest force on any atom is 5.55 eV/A. The total energy is -304.63908 Ha.

Atom charges from the Löwdin analysis, given in e for atoms 1 to 2: 0.145, -0.082



No. 4
Formula: C5H8N2
Source: the Open Molecules 2025 dataset
Level of theory: ωB97M-V with the def2-TZVPD basis set

Structure (ORCA input):
```
! RIJCOSX wB97M-V def2-TZVPD def2/J DEFGRID3
* xyz 0 1
N -0.74572 0.02819 1.61573
N -1.50762 -0.63518 0.54564
C -0.13801 -1.00058 0.76084
C -1.95821 0.13243 -0.59830
C 2.06959 -0.08134 -0.61587
C 0.24225 0.94132 0.99194
C 0.88691 0.01019 0.28749
H 0.26954 2.01453 1.14449
H 2.00512 0.64639 -1.43281
H 0.06029 -2.00579 1.12535
H -2.20255 -0.57496 -1.39617
H -2.87518 0.65315 -0.30819
H -1.22709 0.86248 -0.96816
H 2.13997 -1.08153 -1.05329
H 3.00038 0.11227 -0.07060
*
```

For the relative energy (zero: lowest compared OMol25 entry of this formula, charge and spin), the calculation gives 98.4 kcal/mol. Its HOMO-LUMO gap is 0.3663 Eh. The value obtained for the strongest force on any atom is 0.42 eV/A. The total energy is -304.67875 Ha.

Atom charges from the Löwdin analysis, given in e for atoms 1 to 2: 0.033, -0.086



No. 5
Formula: C5H8N2
Source: the Open Molecules 2025 dataset
Level of theory: ωB97M-V with the def2-TZVPD basis set

Structure (ORCA input):
```
! RIJCOSX wB97M-V def2-TZVPD def2/J DEFGRID3
* xyz 0 1
N -1.37616 2.03988 -2.01221
N -0.30574 -0.88117 -0.26103
C 1.18271 -0.56976 1.65969
C -1.41955 1.02820 -1.45398
C -1.56776 -0.29254 -0.78483
C 0.19864 0.06944 0.70543
C 0.79988 0.15923 -0.63735
H -2.06333 -0.95839 -1.49598
H 1.88436 0.11421 -0.60989
H -2.26430 -0.09778 0.04246
H 1.75410 -1.34590 1.13392
H 1.88067 0.19189 2.01567
H 0.67922 -1.03989 2.50628
H -0.50706 0.77627 1.13943
H 0.51748 0.54904 -1.58418
*
```

For the relative energy (zero: lowest compared OMol25 entry of this formula, charge and spin), the calculation gives 67.8 kcal/mol. Its HOMO-LUMO gap is 0.3941 Eh. The value obtained for the strongest force on any atom is 1.56 eV/A. As for the SMILES: C[C@H]1CN1CC#N. The total energy is -304.72749 Ha.

Atom charges from the Löwdin analysis, given in e for atoms 1 to 2: 0.155, -0.022



No. 6
Formula: C5H8N2
Source: the Open Molecules 2025 dataset
Level of theory: ωB97M-V with the def2-TZVPD basis set

Structure (ORCA input):
```
! RIJCOSX wB97M-V def2-TZVPD def2/J DEFGRID3
* xyz 0 1
N 1.40268 -1.04488 -0.13017
N 0.74763 1.14668 -0.07501
C -0.63712 -0.21962 0.97486
C -0.08557 -1.11893 -0.06868
C -0.90929 -0.14392 -1.07739
C -0.68833 0.85698 0.11891
C 1.74543 0.14592 -0.05566
H 0.96081 2.22854 0.27641
H 2.92699 0.19155 -0.28775
H -1.95266 -0.61383 -0.95932
H -0.52912 0.02812 -2.17885
H -1.53912 -0.73873 1.47760
H -1.10401 1.83905 -0.02877
H 0.00837 -0.43091 1.99322
H -0.34669 -2.12602 0.02058
*
```

For the relative energy (zero: lowest compared OMol25 entry of this formula, charge and spin), the calculation gives 102.8 kcal/mol. Its HOMO-LUMO gap is 0.3521 Eh. The value obtained for the strongest force on any atom is 11.48 eV/A. As for the SMILES: C1=N[C@H]2C[C@H](C2)N1. The total energy is -304.67172 Ha.

Atom charges from the Löwdin analysis, given in e for atoms 1 to 2: 0.048, -0.014



No. 7
Formula: C5H8N2
Source: the Open Molecules 2025 dataset
Level of theory: ωB97M-V with the def2-TZVPD basis set

Structure (ORCA input):
```
! RIJCOSX wB97M-V def2-TZVPD def2/J DEFGRID3
* xyz 0 1
N 2.87002 1.34047 0.47913
N 0.56950 -0.83235 -1.11883
C -0.23795 -0.19038 -0.08990
C 1.17324 -0.61676 0.19882
C -1.36962 -1.04349 0.43796
C -0.54785 1.29617 -0.20952
C 2.14958 0.44095 0.36023
H -2.22744 -0.97938 -0.24184
H -0.66304 1.59049 -1.25896
H -1.07088 -2.09290 0.50861
H -1.48606 1.52711 0.30248
H 0.23136 1.92877 0.22629
H 0.92141 -0.15424 -1.79291
H 1.37483 -1.52107 0.77158
H -1.68711 -0.69340 1.42687
*
```

For the relative energy (zero: lowest compared OMol25 entry of this formula, charge and spin), the calculation gives 29.9 kcal/mol. Its HOMO-LUMO gap is 0.4022 Eh. The value obtained for the strongest force on any atom is 1.17 eV/A. As for the SMILES: CC1(C)N[C@H]1C#N. The total energy is -304.78791 Ha.

Atom charges from the Löwdin analysis, given in e for atoms 1 to 2: 0.155, 0.097



No. 8
Formula: C5H8N2
Source: the Open Molecules 2025 dataset
Level of theory: ωB97M-V with the def2-TZVPD basis set

Structure (ORCA input):
```
! RIJCOSX wB97M-V def2-TZVPD def2/J DEFGRID3
* xyz 0 1
N -0.76399 1.82919 -0.47201
N -0.07852 -0.61231 0.06999
C 1.41785 1.14413 -0.21000
C 1.20389 -1.11746 0.19121
C -1.30593 -1.29765 0.38738
C 2.11752 -0.10014 0.02069
C 0.12561 0.73404 -0.12217
H -1.57992 -1.20401 1.44682
H 3.19217 -0.25396 0.03481
H -1.25317 1.76022 -1.36647
H -2.12491 -0.89677 -0.22080
H 1.34040 -2.17425 0.39726
H -1.20054 -2.35911 0.14735
H -1.39112 2.19020 0.24940
H 0.30064 2.35789 -0.55344
*
```

For the relative energy (zero: lowest compared OMol25 entry of this formula, charge and spin), the calculation gives 98.4 kcal/mol. Its HOMO-LUMO gap is 0.2992 Eh. The value obtained for the strongest force on any atom is 0.39 eV/A. The total energy is -304.67869 Ha.

Atom charges from the Löwdin analysis, given in e for atoms 1 to 2: 0.118, -0.135



> Which value of relative energy (zero: lowest compared OMol25 entry of this formula, charge and spin) does entry 6 give?

102.8 kcal/mol



> What is the relative energy (zero: lowest compared OMol25 entry of this formula, charge and spin) in the seventh record?

29.9 kcal/mol